1.
Below is C23H26FeNO2 as an isolated structure at a distorted geometry, with properties calculated with ωB97M-V/def2-TZVPD.

```
53
Properties=species:S:1:pos:R:3:forces:R:3:lowdin_spin:R:1
Fe 2.453960 0.752711 1.378777 0.2 -0.2 -0.3 2.55
O 0.011894 -2.969812 -2.683604 0.1 -0.9 -0.2 0.02
O -0.058363 -2.231809 -0.579723 0.5 -0.3 -0.9 0.07
N -0.746079 0.379491 -1.512073 3.6 4.1 1.1 0.07
C 2.499464 -1.230021 1.322844 0.9 -1.5 1.0 0.04
C -3.659800 -0.453208 1.781834 0.8 0.4 -0.7 0.01
C -0.059459 -4.281302 -2.049647 0.5 -0.1 -0.3 0.01
C 3.820070 -0.665351 1.120363 0.7 -1.4 0.7 0.04
C 2.863700 2.342394 0.277708 0.0 1.7 -1.3 0.03
C 4.118279 0.195909 2.241829 1.0 -1.7 1.0 0.03
C 2.003004 -0.750025 2.606131 0.7 -1.5 0.6 0.04
C -0.177075 -0.634912 -2.410215 -0.8 -1.3 0.9 0.11
C 1.025791 2.035534 1.669635 -1.6 2.1 -0.2 0.02
C -2.517412 -0.507074 0.953333 -0.6 0.3 0.7 0.01
C 1.946677 1.455429 -0.395514 -0.5 1.3 -1.4 0.07
C -0.041006 -1.983148 -1.784601 -1.3 -0.2 1.9 0.06
C -0.410395 0.442583 0.128468 0.5 -2.0 -0.5 0.02
C -3.117591 1.871653 2.311610 0.4 -0.1 -0.9 0.01
C -3.916563 0.731653 2.480644 0.0 0.3 -0.3 0.00
C -1.960133 1.022408 -2.064545 -1.4 -1.0 1.6 0.07
C 2.289850 2.716034 1.538061 -0.6 1.8 0.2 0.03
C 0.785179 1.305256 0.446934 -2.0 1.0 -1.1 0.05
C 3.002731 0.126834 3.169185 1.1 -1.4 0.9 0.04
C -1.185294 -0.764627 -3.536689 0.1 0.0 -0.6 0.09
C -1.714556 0.642824 0.782825 -0.1 -0.4 1.1 0.01
C -2.037360 1.846643 1.399854 -0.6 -0.1 0.8 0.01
C -2.193846 0.377441 -3.401128 0.1 0.0 -0.7 0.07
H 2.697148 3.417654 2.290288 -0.2 -0.7 -0.7 0.01
H -4.320819 -1.323848 1.860864 0.3 0.4 0.1 0.00
H -3.297978 2.807681 2.846213 -0.2 -0.4 -0.1 0.00
H -1.973777 1.098222 -4.187212 -0.3 0.1 -0.2 0.04
H 0.850362 -0.347882 -2.689229 0.2 0.7 -0.7 0.08
H -0.578196 -0.675677 -4.444417 -0.4 -0.1 -0.5 0.06
H -2.204118 -1.461284 0.509889 -0.1 0.5 0.1 0.01
H 2.039386 1.037926 -1.403659 0.2 0.2 0.5 0.04
H 0.892354 -4.352172 -1.452360 -1.3 -0.5 -0.3 0.00
H 3.001643 0.570769 4.157163 -0.2 0.1 -0.2 0.01
H -4.785823 0.783680 3.124112 0.0 0.0 0.1 0.00
H 0.324260 2.143420 2.505807 0.5 -0.2 -0.4 0.01
H -3.215742 -0.006087 -3.494131 0.2 0.3 -0.1 0.00
H 4.505848 -0.902589 0.307331 -0.4 0.2 0.2 0.01
H -2.744955 0.767643 -1.331514 0.0 0.2 -0.6 0.00
H -1.878068 2.115299 -2.074368 0.4 -0.2 -0.1 0.04
H -0.992173 -4.339357 -1.428201 1.1 0.0 -0.4 0.00
H -0.106020 -5.057885 -2.870772 0.2 1.1 0.8 0.00
H -0.144882 -0.627843 0.267660 -0.2 1.1 0.0 0.00
H -1.701816 -1.733447 -3.491724 0.4 0.4 -0.2 0.01
H 1.095740 -1.085706 3.109158 0.2 0.3 -0.3 0.01
H -1.376373 2.716486 1.262536 -0.5 -0.5 0.1 0.01
H 5.074110 0.676418 2.424834 -0.3 0.1 -0.1 0.01
H 2.045905 -1.990065 0.693562 -0.1 0.4 0.1 0.01
H -0.034261 1.260021 -1.546861 -0.8 -1.5 -1.0 0.06
H 3.802574 2.735135 -0.137289 -0.6 -0.4 0.3 0.01
```
Forces are in eV/Å.

Properties
Spin multiplicity: 5
Expectation value of S²: 6.09
Charge: -1
E_LUMO (alpha / beta) in eV: 2.87 / 2.71
Kohn-Sham gap (alpha / beta) in eV: 3.05 / 5.90
HOMO level (alpha / beta) in eV: -0.176 / -3.192

=====

2.
Below is the molecule C23H26N2O3S, with properties calculated with ωB97M-V/def2-TZVPD.

```
55
Properties=species:S:1:pos:R:3:forces:R:3:nbo_charge:R:1
S 1.712134 2.053306 0.555516 0.0 -0.2 0.2 2.32
O 2.078454 2.823478 -0.603097 -0.2 -0.2 -0.1 -0.95
O -4.141900 -1.449675 1.339474 0.1 -0.1 0.2 -0.61
O 1.803369 2.670884 1.846743 0.0 -0.2 0.1 -0.94
N -3.720316 -0.048542 -0.386006 0.1 0.0 0.1 -0.45
N 2.615078 0.650009 0.643974 -0.4 0.8 0.2 -0.88
C -2.923850 1.492579 -2.043372 0.0 0.1 0.0 -0.43
C 2.130098 -0.815200 -1.239217 0.1 0.0 0.2 -0.40
C -0.439098 0.531254 1.259337 -0.1 0.0 0.0 -0.17
C 6.907043 -1.727248 0.275571 0.0 -0.1 0.0 -0.20
C 6.809930 -0.348344 0.182883 0.0 0.1 0.0 -0.22
C 5.787978 -2.509211 0.064776 0.1 0.0 0.0 -0.20
C 3.151223 0.134940 -0.614677 -0.2 -0.1 -0.7 -0.09
C 0.066579 1.409134 0.321176 0.6 0.3 0.0 -0.35
C -6.905144 -0.008150 -0.027711 -0.1 0.3 -0.1 -0.39
C 2.047577 -2.081046 -0.396813 0.1 -0.1 -0.3 -0.40
C -6.776817 -2.095224 0.552899 0.1 -0.3 0.1 -0.39
C -1.922285 1.254039 -0.953880 0.0 -0.2 0.2 -0.06
C 4.555569 -1.939320 -0.238849 0.1 0.0 0.0 0.00
C -1.704146 -0.014641 1.102980 0.0 -0.1 0.2 -0.25
C -5.889078 -1.148986 -0.272001 0.3 -0.2 0.1 -0.32
C -4.100678 0.583797 -1.647895 -0.4 0.0 -0.4 -0.20
C -2.439390 0.355334 -0.014687 0.5 0.3 0.0 0.25
C -0.662607 1.786243 -0.795089 0.0 0.0 0.0 -0.18
C -7.858321 -1.009208 0.642038 -0.3 0.0 0.1 -0.40
C 4.462896 -0.553626 -0.337445 0.0 0.0 0.1 -0.05
C 3.371104 -2.831941 -0.486770 -0.2 0.0 0.0 -0.42
C 5.592369 0.229128 -0.120712 0.0 0.0 0.0 -0.19
C -4.511374 -0.918391 0.313682 -0.3 -0.1 -0.3 0.70
H 5.863347 -3.585099 0.138333 0.0 -0.1 0.0 0.21
H 3.386805 -3.662165 0.222939 0.0 0.0 -0.1 0.22
H 3.473583 -3.262368 -1.489214 0.0 -0.1 0.0 0.21
H 3.315463 0.990071 -1.286715 0.1 -0.3 0.1 0.23
H -3.217703 2.542527 -2.077955 0.0 0.0 0.0 0.23
H -6.318399 -2.339117 1.508842 0.0 0.0 0.0 0.24
H -5.021777 1.154856 -1.515177 0.0 -0.1 -0.1 0.21
H -7.069122 -3.014592 0.051517 0.0 -0.1 0.0 0.21
H 1.160995 -0.317961 -1.289077 0.0 0.0 -0.1 0.22
H 5.504675 1.304047 -0.197245 0.0 0.1 0.0 0.22
H 2.447198 -1.060354 -2.255055 0.0 0.0 -0.1 0.21
H 1.847631 -1.796187 0.637182 -0.1 -0.1 0.1 0.21
H 1.232088 -2.719787 -0.740169 0.0 0.0 0.1 0.21
H -8.171342 -0.746622 1.649444 -0.1 0.0 0.0 0.21
H -2.517213 1.229116 -3.020400 -0.1 0.0 0.0 0.23
H -6.532437 0.755360 0.653174 0.0 0.1 0.0 0.21
H -5.807788 -1.435120 -1.321401 0.0 0.0 0.0 0.22
H -4.277749 -0.184766 -2.406703 0.0 0.1 0.0 0.20
H -2.111337 -0.703489 1.823020 0.0 0.0 0.0 0.26
H 0.169345 0.282892 2.113312 0.0 -0.1 0.2 0.24
H -0.228114 2.476123 -1.500727 0.0 0.1 -0.2 0.25
H 3.302151 0.728676 1.378315 0.1 0.2 0.2 0.42
H -8.741256 -1.226234 0.044627 0.0 0.0 0.0 0.20
H -7.293007 0.471159 -0.925050 0.0 0.1 0.0 0.21
H 7.678788 0.271540 0.345295 0.1 0.1 0.0 0.21
H 7.853348 -2.190421 0.512646 0.1 0.0 0.0 0.21
```
Forces are in eV/Å.

Properties
SMILES: O=C(C1CCC1)N1CCc2cc(S(=O)(=O)N[C@@H]3CCCc4ccccc43)ccc21
E_LUMO in eV: 0.54
Kohn-Sham gap in eV: 9.08
HOMO level in eV: -8.540

=====

3.
Below is the molecule C23H26N2O6S, with properties calculated with ωB97M-V/def2-TZVPD.

```
58
Properties=species:S:1:pos:R:3:forces:R:3:nbo_charge:R:1
S -3.648705 3.505985 -2.184246 0.1 -0.1 0.1 0.15
O -0.048859 -4.632430 -4.721654 0.0 0.0 0.4 -0.48
O -1.210421 0.475406 -1.124990 0.1 -0.1 -0.1 -0.62
O -2.220658 0.553133 1.660406 -0.2 -0.2 0.0 -0.61
O -2.272570 5.292672 2.905238 -0.6 0.3 0.1 -0.68
O 5.714412 -2.810991 2.809358 -0.1 0.4 0.0 -0.49
O -0.169198 4.589454 2.664254 0.2 0.1 0.0 -0.60
N -0.913517 2.371127 1.332122 0.1 0.4 0.1 -0.61
N 0.134873 -0.708141 0.262601 0.2 -0.4 0.2 -0.62
C 0.105225 0.198268 1.314334 0.2 0.2 0.3 0.10
C 2.232428 -0.564824 2.392810 0.1 -0.3 -0.1 -0.11
C -1.138273 1.043636 1.420979 0.1 0.2 0.2 0.68
C 1.049668 0.284321 2.262084 -0.4 0.2 -0.3 -0.24
C 5.716105 -4.211028 2.673542 0.0 -0.2 0.0 -0.25
C -1.934266 3.357969 1.580769 -0.2 0.1 -0.1 -0.16
C 3.464244 0.012399 2.712318 0.0 -0.2 -0.1 -0.16
C -0.105937 -2.936003 -1.538379 0.0 0.1 -0.1 -0.16
C -2.485793 3.962024 0.273829 -0.1 -0.2 0.1 -0.40
C 2.179461 -1.948357 2.246832 0.0 0.3 0.1 -0.15
C 4.597080 -0.757704 2.837081 0.1 -0.2 0.0 -0.25
C -0.001690 -3.909659 -2.504829 0.0 -0.1 -0.2 -0.26
C -0.403265 -1.619232 -1.893232 -0.1 -0.1 -0.3 -0.21
C -0.495242 -2.289398 -4.214283 0.0 -0.2 -0.3 -0.33
C -3.750087 1.893196 -3.009240 0.0 0.3 0.3 -0.74
C 4.537876 -2.142985 2.665120 -0.1 0.1 0.0 0.31
C -0.243784 -4.396797 -6.096794 0.0 0.1 -0.3 -0.25
C -0.607298 -1.320649 -3.236799 0.0 0.1 0.3 -0.07
C -0.186139 -3.599279 -3.856164 0.0 0.1 0.2 0.33
C -0.551113 -0.524422 -0.906097 0.0 0.0 -0.1 0.69
C -3.263241 2.911212 -0.500202 -0.1 0.1 -0.4 -0.53
C 3.311914 -2.733317 2.379671 0.4 -0.3 0.0 -0.32
C -1.343475 4.459661 2.439993 0.3 -0.2 0.0 0.80
H -0.850290 -0.304408 -3.508543 0.0 0.1 0.0 0.22
H -2.752154 2.866070 2.119802 0.1 0.1 0.0 0.26
H -1.651107 4.317394 -0.334623 0.0 0.0 0.0 0.21
H 1.228090 -2.435641 2.084388 -0.1 0.0 0.0 0.20
H 5.077946 -4.688883 3.423989 0.0 0.0 0.0 0.18
H 5.395071 -4.519127 1.673017 0.0 0.0 0.0 0.18
H 3.221243 -3.802752 2.269650 0.0 -0.1 0.0 0.22
H -4.634755 1.364845 -2.664249 0.0 -0.1 -0.1 0.21
H -0.653069 -2.016281 -5.245362 0.0 0.0 -0.1 0.22
H -2.853930 1.327098 -2.773161 0.0 -0.1 -0.1 0.23
H -0.091003 -5.358331 -6.583924 0.0 0.1 0.0 0.20
H 3.525391 1.081476 2.851738 0.0 0.1 0.0 0.22
H -3.127651 4.811735 0.510968 0.0 0.1 0.0 0.22
H -1.258845 -4.043914 -6.303002 0.0 0.0 0.0 0.18
H 0.009546 -3.215375 -0.501541 0.0 0.0 0.1 0.21
H 6.747969 -4.520986 2.830428 -0.1 0.0 0.0 0.20
H -2.665692 2.010733 -0.622402 -0.1 0.0 0.1 0.26
H 5.550338 -0.313453 3.075858 0.1 0.1 0.0 0.23
H 0.850588 -1.419780 0.298525 -0.1 0.1 -0.1 0.42
H -1.867518 6.002501 3.429660 0.2 -0.2 -0.2 0.50
H 0.480386 -3.674731 -6.486650 0.0 0.0 0.0 0.18
H 0.017926 2.720876 1.165307 0.0 -0.2 0.0 0.42
H -3.818398 2.080872 -4.075670 0.0 0.0 -0.1 0.22
H 0.218037 -4.932818 -2.243876 0.0 -0.1 0.0 0.23
H 0.947352 1.066270 3.001721 -0.2 0.1 0.1 0.23
H -4.198016 2.664846 0.004427 0.1 -0.1 0.1 0.21
```
Forces are in eV/Å.

Properties
SMILES: COc1ccc(/C=C(\NC(=O)c2ccc(OC)cc2)C(=O)N[C@H](CCSC)C(=O)O)cc1
E_LUMO in eV: 0.42
Kohn-Sham gap in eV: 8.47
HOMO level in eV: -8.048

=====

4.
Below is the molecule C23H26N2O6S, with properties calculated with ωB97M-V/def2-TZVPD.

```
58
Properties=species:S:1:pos:R:3:forces:R:3:nbo_charge:R:1
S 1.555103 -0.028078 -1.605968 -0.1 -0.2 -0.2 2.32
O 1.248071 -2.439690 1.332351 -0.5 0.2 0.0 -0.63
O 2.509875 -0.517448 -2.546321 0.2 -0.1 0.3 -0.91
O -0.644348 -1.802455 2.285625 0.1 -0.1 0.1 -0.45
O 0.645196 0.982405 -2.082909 0.0 0.1 0.4 -0.97
O 3.537077 -1.425315 -0.108847 0.1 0.1 0.0 -0.49
O 1.724827 3.192359 2.301322 -0.1 0.0 -0.2 -0.49
N 0.622218 -1.348213 -1.117008 0.4 0.4 -0.3 -0.85
N -1.802316 0.043405 -1.269780 0.4 0.0 0.0 -0.62
C 2.272825 0.530830 -0.070717 -0.2 -0.4 -0.6 -0.38
C -3.397584 0.359965 1.222472 0.1 -0.1 0.1 -0.19
C -3.463378 1.413583 -2.423007 0.1 -0.1 0.1 -0.40
C 1.799349 1.677891 0.516369 0.0 0.3 0.3 -0.20
C -1.446460 -0.535441 -0.104010 0.6 -0.3 -0.1 0.28
C -4.112925 0.406734 2.398007 -0.1 0.1 -0.1 -0.23
C -1.804275 -1.108529 2.251051 -0.6 0.4 -0.2 0.32
C 2.143277 3.604141 3.581247 0.0 0.0 0.1 -0.25
C -2.511657 1.888281 -3.518517 -0.3 0.0 -0.1 -0.41
C -2.539975 -1.070389 3.434814 0.2 -0.1 -0.1 -0.24
C 2.240570 2.040806 1.790302 0.1 -0.2 -0.1 0.27
C -2.529454 0.917750 -4.694658 0.3 0.0 0.1 -0.40
C -2.114166 -0.474999 -4.232232 -0.3 0.0 -0.1 -0.41
C 4.298532 -2.409515 0.560281 0.0 -0.2 0.1 -0.25
C -3.088009 0.009996 -1.931586 -0.7 0.0 -0.1 -0.04
C -2.249193 -0.433424 1.103359 0.0 -0.2 0.4 -0.10
C 3.173771 -0.320756 0.570337 0.2 0.1 0.3 0.31
C -3.699089 -0.329960 3.502115 0.1 0.0 -0.1 -0.18
C -0.228494 -1.182551 0.006597 -0.6 0.5 0.0 -0.12
C 3.605113 0.044041 1.841634 0.0 -0.3 -0.4 -0.23
C -3.035875 -0.966465 -3.118654 0.1 0.0 0.1 -0.40
C 3.144608 1.206941 2.439804 -0.2 0.3 0.0 -0.28
C 0.202142 -1.826266 1.214738 0.6 -0.3 0.0 0.74
H -3.435712 2.114898 -1.586633 -0.1 0.0 0.1 0.21
H -2.168511 -1.620498 4.284529 0.0 -0.1 0.1 0.23
H -3.839993 -0.356777 -1.225275 0.1 0.1 -0.1 0.21
H 4.289516 -0.583373 2.388551 0.1 -0.1 0.0 0.22
H -2.157893 -1.176089 -5.068332 0.1 0.0 0.0 0.21
H -2.813226 2.883331 -3.852149 0.1 0.0 0.1 0.21
H -4.484797 1.387170 -2.810479 -0.1 0.0 0.0 0.20
H -1.079463 -0.445309 -3.884065 0.1 -0.1 -0.1 0.21
H -1.026813 0.134396 -1.917553 -0.1 0.0 0.1 0.44
H -4.268999 -0.302668 4.417978 0.0 0.0 0.1 0.22
H -4.049279 -1.078137 -3.511780 0.0 0.0 0.0 0.20
H -3.535756 0.877181 -5.121206 0.0 0.0 -0.1 0.19
H 1.871495 2.872240 4.348605 0.0 0.0 0.0 0.18
H 1.618327 4.538242 3.773947 0.1 -0.1 0.0 0.20
H -4.995121 1.024955 2.463470 -0.1 0.1 0.0 0.22
H 3.749188 -2.791801 1.424042 0.0 0.0 0.0 0.20
H 4.439142 -3.206949 -0.166574 0.0 0.0 0.1 0.20
H -2.702727 -1.943845 -2.762346 -0.1 0.0 0.0 0.21
H -3.707397 0.970090 0.391873 0.0 0.0 -0.1 0.22
H 1.086564 2.288966 -0.012184 -0.1 0.1 0.0 0.25
H -1.497999 1.958446 -3.121171 0.1 0.1 0.0 0.22
H 3.222643 3.783204 3.613421 0.0 0.0 0.0 0.18
H 1.274859 -2.106113 -0.939413 0.1 -0.2 -0.1 0.43
H 3.499887 1.443801 3.430171 0.0 0.1 0.1 0.22
H -1.848308 1.266143 -5.472193 0.0 0.0 -0.1 0.21
H 5.274759 -2.022301 0.867000 0.0 0.0 0.0 0.17
```
Forces are in eV/Å.

Properties
SMILES: COc1ccc(OC)c(S(=O)(=O)Nc2c(NC3CCCCC3)c3ccccc3oc2=O)c1
E_LUMO in eV: 0.17
Kohn-Sham gap in eV: 8.27
HOMO level in eV: -8.100